# 1
Entry from OMol25: a 7-piece molecular cluster, C18H39Cl6O10P overall in a non-equilibrium geometry (ωB97M-V/def2-TZVPD).

Each line ends with the Mulliken charge.
Positions of all 74 atoms, in Å:
C: 5.64 3.80 2.51  -0.774
O: 4.34 3.41 2.04  -0.373
P: 3.98 3.70 0.45  0.954
O: 5.06 3.19 -0.47  -0.695
O: 2.60 2.89 0.31  -0.094
C: 2.56 1.50 0.05  -0.225
O: 3.57 5.29 0.45  -0.334
C: 3.74 6.03 -0.72  -0.654
H: 5.71 4.72 3.08  0.276
H: 6.35 3.85 1.68  0.341
H: 6.03 2.95 3.08  0.275
H: 2.19 0.99 0.93  0.276
H: 3.53 1.07 -0.20  0.365
H: 1.86 1.29 -0.75  -0.184
H: 3.97 5.46 -1.62  0.290
H: 4.54 6.76 -0.58  0.286
H: 2.88 6.69 -0.84  0.277
C: -4.18 4.43 2.22  -1.245
C: -3.99 3.16 1.40  -0.066
O: -3.65 2.08 2.24  -0.314
C: -2.82 1.10 1.84  0.637
C: -2.64 -0.02 2.91  -0.545
O: -2.20 0.99 0.77  -0.446
H: -4.58 5.22 1.59  0.384
H: -3.23 4.83 2.59  0.333
H: -4.90 4.21 3.01  0.303
H: -4.98 2.92 1.01  0.214
H: -3.23 3.27 0.62  0.268
H: -3.33 0.20 3.73  0.350
H: -1.63 -0.02 3.31  0.264
H: -2.90 -0.98 2.47  -0.064
C: -0.78 0.84 -2.95  -0.382
C: -0.21 1.52 -4.24  -0.480
O: 0.56 2.67 -3.86  -0.358
C: 1.85 2.60 -3.60  0.507
C: 2.44 3.83 -2.97  -0.730
O: 2.55 1.61 -3.79  -0.608
H: -1.44 -0.01 -3.13  0.351
H: -1.45 1.62 -2.58  0.264
H: -0.06 0.74 -2.14  -0.224
H: 0.40 0.80 -4.79  0.331
H: -0.93 1.75 -5.03  0.373
H: 3.53 3.82 -2.97  0.322
H: 2.07 3.96 -1.96  0.144
H: 2.20 4.70 -3.60  0.444
C: 1.83 -5.21 -1.15  -1.320
C: 0.39 -5.46 -0.83  0.516
O: 0.33 -6.39 0.20  -0.286
C: -0.77 -7.10 0.52  0.645
C: -0.50 -8.01 1.75  -0.812
O: -1.89 -7.08 -0.01  -0.598
H: 1.98 -4.54 -2.00  0.369
H: 2.29 -6.18 -1.31  0.384
H: 2.40 -4.73 -0.35  0.273
H: -0.06 -4.52 -0.52  -0.207
H: -0.10 -5.85 -1.73  0.309
H: 0.58 -8.12 1.79  0.289
H: -0.89 -9.02 1.65  0.321
H: -0.93 -7.51 2.62  0.196
Cl: -5.51 -0.13 -0.98  -0.175
C: -4.46 -1.42 -1.27  0.524
Cl: -4.13 -1.60 -2.96  -0.177
H: -3.56 -1.30 -0.67  -0.434
H: -4.96 -2.35 -1.00  0.247
Cl: -1.57 -4.19 3.71  -0.176
C: -2.89 -4.49 2.49  -0.408
Cl: -2.69 -3.43 1.08  -0.009
H: -2.69 -5.52 2.18  0.178
H: -3.89 -4.34 2.88  0.371
Cl: -0.70 -1.83 -0.91  -0.187
C: 0.06 -1.33 0.62  0.434
Cl: 1.68 -1.98 0.69  -0.169
H: 0.20 -0.26 0.53  -0.170
H: -0.55 -1.54 1.50  0.042

For the highest occupied orbital energy, the calculation gives -9.95 eV. Its frontier orbital gap is 10.3707 eV.

# 2
Entry from OMol25: C18H39CoN2OSSi4Te as an isolated structure in a non-equilibrium geometry (ωB97M-V/def2-TZVPD).

Each line ends with the Löwdin spin population.
Positions of all 67 atoms, in Å:
Co: -1.16 -0.41 2.40  2.598
C: -2.14 1.04 4.75  0.007
N: -0.90 0.35 4.34  0.060
C: 0.24 1.32 4.41  0.008
C: -0.63 -0.89 5.18  0.010
C: 0.10 -1.88 4.30  0.037
C: 0.90 -2.89 4.78  0.001
C: 1.43 -3.84 3.92  0.020
C: 1.09 -3.83 2.57  0.002
C: 0.25 -2.86 2.08  0.045
C: -0.18 -1.85 2.92  0.097
H: -2.13 1.28 5.82  0.002
H: -2.98 0.37 4.56  0.001
H: -2.28 1.95 4.17  0.000
H: 0.41 1.68 5.43  0.002
H: 0.02 2.18 3.78  0.004
H: 1.17 0.85 4.05  0.001
H: -1.61 -1.27 5.48  0.001
H: -0.05 -0.63 6.09  0.001
H: 1.13 -2.96 5.85  0.001
H: 2.11 -4.59 4.32  0.001
H: 1.41 -4.66 1.92  0.000
H: -0.01 -2.85 1.02  0.006
O: -4.82 -1.69 0.59  0.038
S: -4.42 -0.86 1.76  0.036
N: -3.04 -0.28 1.83  0.032
C: 3.62 -0.29 -1.31  0.009
Si: 2.06 -0.85 -2.19  0.039
C: 1.66 -2.61 -1.60  0.004
C: 2.29 -0.85 -4.07  0.009
Si: 0.36 0.70 -1.58  0.093
Te: 0.59 0.95 0.87  0.771
Si: 0.86 2.82 -2.45  0.024
C: 2.46 3.46 -1.67  0.003
C: -0.57 4.01 -2.05  0.004
C: 1.08 2.86 -4.32  0.005
Si: -1.75 -0.02 -2.26  0.002
C: -1.87 0.05 -4.15  0.000
C: -2.03 -1.82 -1.68  0.000
C: -3.13 1.06 -1.56  0.001
H: 4.30 -1.13 -1.33  0.000
H: 3.36 0.01 -0.29  0.010
H: 4.08 0.57 -1.80  0.000
H: 2.53 -3.23 -1.78  0.001
H: 0.81 -3.05 -2.12  0.000
H: 1.46 -2.61 -0.53  0.001
H: 3.14 -1.50 -4.25  0.002
H: 2.59 0.13 -4.44  0.000
H: 1.43 -1.20 -4.63  0.000
H: 2.39 3.44 -0.57  0.003
H: 2.56 4.50 -1.97  0.000
H: 3.36 2.91 -1.96  0.000
H: -0.91 4.00 -1.02  0.003
H: -1.44 3.89 -2.69  0.000
H: -0.14 4.98 -2.28  0.000
H: 2.01 2.39 -4.64  0.000
H: 1.15 3.91 -4.56  0.001
H: 0.23 2.46 -4.89  0.000
H: -1.00 -0.42 -4.64  0.000
H: -2.05 1.04 -4.53  0.000
H: -2.74 -0.55 -4.35  0.000
H: -1.30 -2.54 -2.09  0.000
H: -3.04 -2.06 -2.04  0.000
H: -2.06 -1.87 -0.60  0.001
H: -3.13 2.08 -1.93  0.000
H: -3.09 1.04 -0.48  0.001
H: -4.08 0.59 -1.87  0.000

The multiplicity is 5. For the highest occupied orbital energy (alpha / beta), the calculation gives -7.50 / -8.19 eV. Its frontier orbital gap (alpha / beta) is 7.7572 / 5.6247 eV. As for the expectation value of S²: 6.021.

# 3
Entry from OMol25: a 6-piece molecular cluster, C18H39F2NO13 overall in a non-equilibrium geometry (ωB97M-V/def2-TZVPD).

Each line ends with the Mulliken charge.
Positions of all 73 atoms, in Å:
N: 0.08 2.16 -1.13  -0.055
H: -0.41 1.44 -1.31  0.136
H: 0.10 2.34 -0.29  0.279
H: -0.34 3.04 -1.51  0.299
H: 1.01 1.91 -1.48  0.274
O: -0.97 0.40 0.88  -0.636
H: -1.60 -0.40 1.12  -0.261
C: -2.78 -0.53 3.51  0.010
C: -2.40 0.96 3.60  0.815
O: -1.93 1.26 4.80  -0.330
C: -1.92 0.12 5.54  0.569
O: -1.54 -0.01 6.62  -0.444
O: -2.70 -0.76 4.90  -0.417
F: -3.46 1.77 3.30  -0.358
H: -2.06 -1.17 2.88  -0.223
H: -3.57 -0.48 2.86  0.539
H: -1.74 1.55 2.73  -0.204
C: 1.50 -1.20 3.48  -0.618
C: 0.79 -2.20 2.58  1.196
O: 0.08 -3.05 3.39  -0.386
C: 0.13 -2.64 4.65  0.512
O: -0.36 -3.09 5.60  -0.472
O: 1.04 -1.58 4.71  -0.456
F: 1.50 -2.86 1.53  -0.328
H: 1.37 -0.11 3.36  0.172
H: 2.40 -1.29 3.47  0.717
H: 0.13 -1.67 2.09  -0.356
C: 2.60 -0.60 -0.87  -0.494
O: 2.94 0.72 -0.44  -0.520
C: 2.67 0.97 0.86  0.742
C: 2.89 2.36 1.16  -1.160
O: 2.43 3.27 0.45  -0.286
C: 3.42 3.80 -0.44  -0.499
C: 3.03 5.01 -1.25  -0.989
O: 1.69 4.75 -1.83  -0.207
C: 1.26 5.77 -2.61  -0.949
H: 2.72 -0.53 -1.84  0.685
H: 1.54 -0.63 -1.08  -0.050
H: 2.97 -1.51 -0.11  0.114
H: 3.40 0.26 1.53  0.193
H: 1.62 0.68 0.94  -0.215
H: 3.81 2.32 1.56  0.669
H: 2.33 2.39 2.20  0.208
H: 3.70 3.04 -1.08  0.393
H: 4.36 4.13 0.04  0.354
H: 3.65 5.39 -1.93  0.608
H: 2.85 5.85 -0.59  0.418
H: 0.49 5.63 -3.25  0.339
H: 2.10 6.25 -3.17  0.298
H: 1.13 6.70 -2.08  0.404
C: -4.49 -1.19 -5.03  -0.697
O: -3.74 -1.82 -4.03  -0.269
C: -2.51 -1.02 -3.82  -0.693
C: -2.02 -1.17 -2.45  0.234
O: -1.66 -2.31 -2.07  -0.332
C: -1.42 -2.52 -0.79  0.363
C: -0.85 -3.91 -0.60  -1.141
O: 0.13 -4.13 -1.59  -0.352
C: 0.26 -5.55 -1.83  -0.911
H: -5.52 -1.32 -4.99  0.333
H: -4.06 -1.62 -6.07  0.223
H: -4.40 -0.05 -5.11  0.257
H: -2.67 0.06 -4.13  0.333
H: -1.67 -1.28 -4.57  0.354
H: -2.89 -0.86 -1.96  0.267
H: -1.04 -0.58 -2.33  -0.236
H: -2.24 -2.26 -0.16  0.502
H: -0.66 -1.82 -0.42  -0.403
H: -1.55 -4.44 -0.71  1.020
H: -0.24 -4.22 0.28  0.143
H: 1.09 -5.89 -2.43  0.312
H: -0.55 -5.92 -2.32  0.388
H: 0.75 -6.10 -0.91  0.277

For the highest occupied orbital energy, the calculation gives -7.56 eV. Its frontier orbital gap is 7.2197 eV.

# 4
Entry from OMol25: a 3-piece molecular cluster, C18H39FO10P2 overall in a non-equilibrium geometry (ωB97M-V/def2-TZVPD).

Each line ends with the Mulliken charge.
Positions of all 70 atoms, in Å:
O: 1.70 -1.88 5.12  -0.546
C: 0.66 -2.38 4.85  0.551
O: -0.52 -1.98 5.37  -0.393
C: -1.39 -3.14 5.44  -0.451
C: -0.52 -4.35 5.01  -0.710
C: 0.36 -3.60 3.99  -0.029
C: 1.61 -4.27 3.43  -0.696
C: 1.96 -3.61 2.10  -0.306
F: 3.31 -3.81 1.84  -0.342
H: -2.09 -3.00 4.62  0.313
H: -1.82 -3.19 6.43  0.307
H: 0.15 -4.71 5.78  0.314
H: -1.17 -5.09 4.56  0.374
H: -0.31 -3.34 3.17  0.355
H: 1.50 -5.35 3.32  0.322
H: 2.42 -4.08 4.14  0.352
H: 1.75 -2.54 2.15  0.295
H: 1.32 -4.05 1.33  0.308
C: -1.17 -2.23 -4.35  -1.028
C: -0.75 -2.21 -2.89  0.022
O: 0.66 -2.36 -2.71  -0.319
P: 1.64 -1.19 -3.21  0.288
O: 1.33 0.04 -2.45  -0.101
O: 3.03 -1.71 -2.59  -0.315
C: 3.75 -0.95 -1.61  -0.339
C: 3.30 -1.26 -0.20  -0.878
O: 2.01 -1.76 -4.67  -0.318
C: 1.94 -0.90 -5.84  -0.162
C: 2.66 0.42 -5.64  -1.062
H: -0.88 -1.30 -4.84  0.148
H: -2.25 -2.32 -4.44  0.454
H: -0.69 -3.05 -4.87  0.277
H: -1.09 -1.29 -2.40  -0.010
H: -1.21 -3.05 -2.36  0.347
H: 3.66 0.11 -1.82  0.233
H: 4.80 -1.21 -1.73  0.360
H: 2.21 -1.32 -0.11  0.136
H: 3.66 -0.50 0.50  0.391
H: 3.69 -2.22 0.13  0.334
H: 0.90 -0.74 -6.11  0.221
H: 2.40 -1.46 -6.65  0.315
H: 2.21 1.00 -4.83  0.271
H: 2.60 1.02 -6.55  0.406
H: 3.71 0.26 -5.40  0.277
C: -4.48 2.84 -1.10  -0.931
C: -4.48 3.99 -0.11  -0.308
O: -3.58 3.77 0.97  -0.381
P: -1.99 3.76 0.69  1.012
O: -1.59 5.07 0.16  -0.781
O: -1.44 3.73 2.21  -0.295
C: -0.64 4.79 2.73  -0.321
C: -1.50 5.89 3.33  -1.008
O: -1.77 2.17 0.51  -0.239
C: -1.02 1.65 -0.61  0.058
C: 0.30 2.33 -0.82  -0.913
H: -3.56 2.84 -1.70  0.176
H: -5.32 2.93 -1.80  0.432
H: -4.55 1.88 -0.59  0.267
H: -4.23 4.93 -0.61  0.272
H: -5.47 4.09 0.34  0.320
H: 0.02 5.19 1.96  0.298
H: -0.01 4.36 3.50  0.360
H: -2.35 6.13 2.70  0.281
H: -0.91 6.80 3.48  0.336
H: -1.89 5.58 4.30  0.282
H: -1.63 1.70 -1.51  0.083
H: -0.86 0.59 -0.40  0.154
H: 0.17 3.40 -1.04  0.448
H: 0.81 1.88 -1.67  0.159
H: 0.93 2.25 0.06  0.274

For the highest occupied orbital energy, the calculation gives -10.07 eV. Its frontier orbital gap is 10.4749 eV.

# 5
Entry from OMol25: a 9-piece molecular cluster, C18H39N5O4 overall in a non-equilibrium geometry (ωB97M-V/def2-TZVPD).

Each line ends with the Mulliken charge.
Positions of all 66 atoms, in Å:
C: 0.27 -3.99 0.76  -0.392
C: 1.78 -3.56 0.88  0.402
N: 2.87 -3.33 0.94  -0.398
H: -0.11 -4.93 1.29  0.332
H: -0.34 -3.31 1.00  -0.248
H: -0.01 -4.19 -0.27  0.348
C: 2.45 -1.21 -1.63  0.107
C: 3.98 -1.06 -1.61  0.049
N: 5.17 -0.93 -1.56  -0.534
H: 2.16 -0.65 -2.55  0.245
H: 2.35 -2.32 -1.81  0.331
H: 1.95 -0.51 -0.89  -0.304
C: -4.18 -2.13 -3.20  -0.777
C: -4.69 -0.88 -2.47  0.395
N: -5.07 0.01 -1.80  -0.502
H: -3.26 -2.57 -2.80  0.246
H: -4.99 -2.80 -2.90  0.354
H: -4.38 -2.00 -4.27  0.294
C: -0.76 0.75 -0.69  -0.104
C: -0.81 -0.78 -1.18  0.335
N: -0.78 -1.83 -1.58  -0.574
H: -1.44 1.11 0.09  -0.099
H: 0.14 1.17 -0.44  0.071
H: -1.20 1.13 -1.62  0.308
C: -3.41 -0.75 1.93  -0.383
C: -3.04 0.41 2.89  0.322
N: -2.79 1.18 3.67  -0.445
H: -4.53 -0.91 1.99  0.423
H: -3.70 -0.26 0.82  0.019
H: -2.59 -1.60 1.97  0.085
C: -0.20 -1.54 4.26  -1.406
C: 0.36 -0.30 3.61  -0.791
O: 0.23 -0.39 2.20  0.153
H: -1.12 -1.86 3.93  0.309
H: -0.35 -1.30 5.43  0.231
H: 0.32 -2.42 4.05  0.414
H: 1.36 -0.14 4.00  0.401
H: 0.18 0.54 3.93  0.897
H: 0.86 0.33 1.89  -0.059
C: -0.53 3.52 1.83  -0.443
C: 0.40 4.35 1.01  -0.450
O: 0.90 3.40 -0.03  -0.468
H: 0.16 2.84 2.46  0.105
H: -1.27 2.92 1.30  0.108
H: -1.06 4.12 2.72  0.344
H: 1.02 4.87 1.54  0.446
H: -0.22 5.32 0.62  0.275
H: 1.53 3.95 -0.73  0.284
C: -1.24 1.10 -4.83  -0.966
C: -0.45 -0.26 -4.89  -0.049
O: 0.84 -0.02 -4.69  -0.518
H: -1.04 1.70 -5.91  0.304
H: -0.76 1.79 -4.05  0.185
H: -2.27 0.79 -4.72  0.314
H: -0.56 -0.98 -5.69  0.437
H: -0.89 -0.80 -4.06  -0.062
H: 1.21 -0.94 -4.93  0.353
C: 4.13 0.31 1.94  -1.050
C: 3.48 1.58 1.40  -0.602
O: 2.19 1.78 1.85  -0.485
H: 5.04 0.42 1.64  0.568
H: 3.68 -0.57 1.39  0.020
H: 3.69 0.17 2.93  0.277
H: 3.54 1.48 0.44  0.569
H: 4.03 2.53 1.83  0.209
H: 1.76 2.44 1.36  0.236

For the highest occupied orbital energy, the calculation gives -9.71 eV. Its frontier orbital gap is 9.8834 eV.

# 6
Entry from OMol25: C18H39NO4S2 as an isolated structure in a non-equilibrium geometry (ωB97M-V/def2-TZVPD).

Each line ends with the Mulliken charge.
Positions of all 64 atoms, in Å:
C: -2.01 -1.19 2.48  -1.266
C: -3.12 -0.92 1.47  -0.527
N: -2.80 -0.19 0.30  0.633
C: -2.37 1.15 0.58  -1.122
C: -1.69 -0.94 -0.46  -0.302
C: -2.10 -2.30 -0.93  -1.532
C: -4.08 -0.10 -0.63  -0.476
C: -5.18 0.86 -0.12  -0.540
O: -6.17 0.89 -1.14  -0.363
C: -6.97 2.05 -0.89  -0.794
H: -1.30 -0.41 2.47  0.208
H: -1.32 -2.19 2.34  0.250
H: -2.45 -1.42 3.50  0.419
H: -3.80 -0.28 1.83  0.673
H: -3.60 -1.89 1.46  0.419
H: -1.22 1.31 0.76  0.071
H: -3.00 1.93 1.22  0.352
H: -2.43 1.70 -0.22  0.721
H: -0.71 -1.01 0.15  0.111
H: -1.52 -0.48 -1.37  0.616
H: -3.00 -2.24 -1.24  0.520
H: -2.07 -3.14 -0.22  0.287
H: -1.22 -2.51 -1.58  0.372
H: -4.58 -1.13 -0.66  0.256
H: -3.85 0.36 -1.65  0.228
H: -4.84 1.90 0.00  0.389
H: -5.70 0.36 0.71  0.329
H: -7.69 1.88 -1.55  0.334
H: -6.45 2.89 -1.07  0.339
H: -7.35 1.79 0.18  0.294
O: 1.35 0.29 0.65  -0.779
H: 2.28 0.35 0.96  -0.102
C: 3.14 0.45 3.60  -1.231
S: 1.46 -0.23 3.80  0.808
O: 1.37 -1.27 4.93  -0.778
C: 0.96 1.27 4.65  -1.138
H: 3.48 0.92 4.46  0.479
H: 3.01 1.13 2.87  0.403
H: 3.91 -0.32 3.23  0.291
H: 1.19 0.88 5.66  0.421
H: -0.15 1.29 4.74  0.317
H: 1.26 2.12 4.03  0.357
C: 1.49 -1.20 -2.71  -1.171
S: 1.99 -1.94 -1.15  0.816
O: 1.98 -3.45 -1.27  -0.784
C: 3.78 -1.64 -1.36  -0.499
H: 1.58 -0.10 -2.80  0.222
H: 0.41 -1.51 -2.86  0.299
H: 2.17 -1.39 -3.56  0.589
H: 4.56 -2.30 -1.90  0.287
H: 4.26 -1.71 -0.36  0.357
H: 4.00 -0.51 -1.44  -0.193
C: 4.07 0.61 -3.85  -0.462
C: 5.52 1.12 -3.55  -0.677
C: 5.92 1.45 -2.31  -0.431
C: 5.08 1.35 -1.17  -0.243
C: 3.78 0.90 -1.30  -0.469
C: 3.21 0.51 -2.62  -0.126
H: 3.78 0.26 -4.95  0.248
H: 6.05 1.05 -4.39  0.503
H: 6.90 1.87 -2.26  0.381
H: 5.55 1.83 -0.28  0.314
H: 3.12 0.87 -0.53  0.502
H: 2.14 0.33 -2.71  0.587

For the highest occupied orbital energy, the calculation gives -6.55 eV. Its frontier orbital gap is 6.4770 eV.

# 7
Entry from OMol25: a 2-piece molecular cluster, C18H39OSi4 overall in a non-equilibrium geometry (ωB97M-V/def2-TZVPD).

Each line ends with the Mulliken charge.
Positions of all 62 atoms, in Å:
C: -0.57 3.51 -1.85  -0.454
O: 0.67 2.79 -1.82  -0.309
C: 0.97 2.26 -0.53  0.344
C: 2.50 2.13 -0.48  0.765
C: 3.13 2.26 0.76  -0.606
C: 4.50 1.95 0.87  -0.625
C: 5.23 1.55 -0.26  0.877
C: 6.67 1.12 -0.12  -1.346
C: 4.60 1.53 -1.50  -0.663
C: 3.25 1.84 -1.62  -0.621
H: -0.86 3.52 -2.92  0.257
H: -1.35 3.00 -1.25  -0.080
H: -0.44 4.53 -1.47  0.320
H: 0.59 2.90 0.30  0.480
H: 2.55 2.63 1.62  0.382
H: 5.02 2.04 1.84  0.351
H: 7.05 0.84 -1.10  0.350
H: 7.32 1.91 0.28  0.325
H: 6.75 0.25 0.56  0.307
H: 5.21 1.28 -2.38  0.249
H: 2.80 1.88 -2.61  0.448
C: -1.49 -3.67 -0.84  -1.002
Si: -0.41 -2.16 -1.15  0.340
C: 1.38 -2.59 -0.79  -1.053
C: -0.56 -1.67 -2.96  -1.062
Si: -1.16 -0.50 0.20  0.243
H: 0.46 1.35 -0.35  -0.960
Si: -3.28 0.12 -0.30  0.477
C: -4.40 -1.34 0.03  -1.052
C: -3.84 1.56 0.78  -1.097
C: -3.44 0.61 -2.11  -0.994
Si: -0.90 -1.01 2.40  0.435
C: -1.98 -2.50 2.77  -1.011
C: 0.89 -1.43 2.78  -1.055
C: -1.44 0.41 3.50  -1.081
H: -1.12 -4.46 -1.50  0.414
H: -1.42 -4.04 0.18  0.289
H: -2.54 -3.50 -1.08  0.281
H: 1.68 -3.37 -1.50  0.407
H: 2.04 -1.73 -0.92  0.312
H: 1.52 -2.99 0.23  0.324
H: -0.13 -2.48 -3.56  0.403
H: -1.60 -1.52 -3.28  0.327
H: 0.01 -0.75 -3.18  0.313
H: -5.42 -1.03 -0.21  0.401
H: -4.17 -2.21 -0.59  0.285
H: -4.40 -1.67 1.08  0.286
H: -4.86 1.84 0.46  0.429
H: -3.88 1.30 1.84  0.317
H: -3.20 2.44 0.66  0.301
H: -4.47 0.97 -2.26  0.407
H: -2.75 1.41 -2.39  0.240
H: -3.28 -0.24 -2.78  0.323
H: -1.85 -2.73 3.83  0.410
H: -3.04 -2.31 2.60  0.290
H: -1.69 -3.39 2.19  0.278
H: 0.97 -1.61 3.86  0.403
H: 1.23 -2.34 2.27  0.320
H: 1.57 -0.61 2.52  0.307
H: -1.26 0.12 4.54  0.404
H: -0.87 1.33 3.30  0.326
H: -2.51 0.65 3.40  0.322

The net charge is +1. For the highest occupied orbital energy, the calculation gives -11.28 eV. Its frontier orbital gap is 5.4967 eV.

| no. | E_tot (Eh) |
| --- | --- |
| 1 | -4564.2215 |
| 2 | -4100.9749 |
| 3 | -1941.2192 |
| 4 | -2244.3673 |
| 5 | -1283.5690 |
| 6 | -1860.6123 |
| 7 | -1942.2446 |